(1)
Density functional theory data (the ωB97M-V functional and the def2-TZVPD basis) for a gas-phase ion, C3H6ClN2 (charge +1) in a non-equilibrium geometry.

Each line ends with the natural charge from an NBO analysis.
Atoms and positions in Å:
Cl1 -2.02688 -0.34796 -1.90452  0.166
N1 -2.01777 -1.24035 0.50781  -0.745
N2 -0.21501 -0.06323 -0.20105  -0.393
C1 1.67351 1.38258 0.15558  -0.700
C2 -1.28970 -0.58065 -0.43357  0.452
C3 1.00337 0.13303 -0.12600  0.323
H1 1.94095 1.19611 1.23983  0.283
H2 -2.74446 -1.70161 0.04412  0.412
H3 2.67061 1.65426 -0.36447  0.295
H4 -1.59756 -1.82040 1.31366  0.442
H5 1.60472 -0.78149 -0.23932  0.214
H6 0.99823 2.16971 0.00794  0.251

Values from the calculation:
max |F|	0.08401	Eh/bohr
relative energy (zero: lowest compared OMol25 entry of this formula, charge and spin)	1.1412	eV
SMILES	C/C=N/C(=[NH2+])Cl
charge	+1
lowest unoccupied orbital energy	-4.5	eV
energy	-687.3184	Eh

=====

(2)
Density functional theory data (the ωB97M-V functional and the def2-TZVPD basis) for C3H6ClN3 in the gas phase in a non-equilibrium geometry.

Each line ends with the natural charge from an NBO analysis.
Atoms and positions in Å:
Cl1 0.18392 3.94329 -0.02791  0.047
N1 0.66638 -1.14933 0.40968  -0.482
N2 0.42688 -2.51820 0.89469  -0.677
N3 -0.78840 0.24491 -1.07245  -0.480
C1 -0.05173 1.39638 -0.64511  -0.091
C2 -0.61342 2.65039 -0.66125  -0.303
C3 -0.33716 -0.83441 -0.48715  0.276
H1 1.31420 -2.94090 0.91705  0.364
H2 1.06682 1.40843 -0.38730  0.179
H3 -0.15652 -2.64431 1.73260  0.362
H4 -1.70866 2.68112 -1.00243  0.228
H5 0.88517 -0.48015 1.20674  0.386
H6 -0.88748 -1.75721 -0.87716  0.192

Values from the calculation:
max |F|	0.09885	Eh/bohr
relative energy (zero: lowest compared OMol25 entry of this formula, charge and spin)	2.3808	eV
SMILES	NN/C=N\C=C\Cl
charge	0
lowest unoccupied orbital energy	0.8	eV
energy	-742.2757	Eh

=====

(3)
Density functional theory data (the ωB97M-V functional and the def2-TZVPD basis) for 2 unconnected molecules or ions with the total composition C3H6ClN4O3S in a non-equilibrium geometry.

Each line ends with the natural charge from an NBO analysis.
Atoms and positions in Å:
Cl1 1.00877 -2.75273 0.83318  -0.046
S1 0.02401 -1.05760 1.46651  2.182
O1 -1.36810 -1.46684 0.86995  -0.764
O2 -0.08172 -0.86366 2.85471  -0.765
O3 -1.90078 0.14570 -0.71806  -0.424
N1 0.89689 -0.60256 -2.70660  0.256
N2 1.88985 -0.30742 -2.18137  -0.596
N3 -0.21892 -0.72381 -2.85185  -0.065
N4 0.74805 0.10461 0.55283  -0.870
C1 -0.10663 2.11982 1.42418  -0.383
C2 -2.29421 -0.75621 -0.07942  0.680
C3 0.32772 1.47881 0.34618  -0.027
H1 -3.23518 -1.18572 -0.11699  0.201
H2 1.42506 -0.35252 -0.06967  0.466
H3 0.04346 1.65412 2.36579  0.226
H4 0.45336 1.63426 -0.71941  0.248
H5 2.85933 -0.19846 -2.54193  0.433
H6 -0.47096 3.13020 1.27197  0.247

Values from the calculation:
max |F|	0.14508	Eh/bohr
relative energy (zero: lowest compared OMol25 entry of this formula, charge and spin)	1.7100	eV
charge	+1
lowest unoccupied orbital energy	-5.3	eV
energy	-1420.5798	Eh

=====

(4)
Density functional theory data (the ωB97M-V functional and the def2-TZVPD basis) for 2 unconnected molecules or ions with the total composition C3H6ClNO2 in a non-equilibrium geometry.

Each line ends with the natural charge from an NBO analysis.
Atoms and positions in Å:
Cl1 2.36193 -1.66718 0.32259  -0.324
O1 -0.66363 1.78348 0.31429  -0.489
O2 1.64665 1.92186 -0.15251  -0.567
N1 -0.19780 -0.59204 1.11957  -0.799
C1 -1.29417 -0.21255 -1.05051  -0.639
C2 -0.36443 0.29335 0.08095  0.274
C3 0.56671 1.41484 0.01162  0.753
H1 -0.98519 -1.05924 1.42301  0.379
H2 -1.73395 0.68552 -1.62246  0.236
H3 -2.12831 -0.80570 -0.67141  0.219
H4 -0.69396 -0.82263 -1.72381  0.234
H5 2.90999 -0.36268 0.24501  0.323
H6 0.57617 -0.57705 1.70366  0.398

Values from the calculation:
max |F|	0.06070	Eh/bohr
relative energy (zero: lowest compared OMol25 entry of this formula, charge and spin)	1.6431	eV
SMILES	C[C@]1(N)OC1=O.Cl
charge	0
lowest unoccupied orbital energy	0.6	eV
energy	-783.2926	Eh

=====

(5)
Density functional theory data (the ωB97M-V functional and the def2-TZVPD basis) for 2 unconnected molecules or ions with the total composition C3H6ClNO2 in a non-equilibrium geometry.

Each line ends with the natural charge from an NBO analysis.
Atoms and positions in Å:
Cl1 -4.87414 0.57567 0.17110  -0.315
O1 -1.87053 1.26228 0.22004  -0.350
O2 -0.23190 2.40792 -0.56812  -0.110
N1 -0.69419 1.36138 -0.14622  0.298
C1 -0.34809 -0.81945 0.66426  -0.413
C2 1.57673 0.48179 -0.36583  -0.676
C3 0.19023 0.18500 0.01155  0.073
H1 -3.65330 1.05788 0.32150  0.300
H2 1.93940 1.48194 0.12450  0.246
H3 2.33523 -0.33787 -0.15867  0.250
H4 1.52473 0.69344 -1.48775  0.234
H5 -1.37098 -0.54648 0.93388  0.235
H6 0.05391 -1.77657 0.92082  0.229

Values from the calculation:
max |F|	0.16597	Eh/bohr
<S²>	2.023
relative energy (zero: lowest compared OMol25 entry of this formula, charge and spin)	3.3986	eV
charge	0
spin multiplicity	3
lowest unoccupied orbital energy (spin up / spin down)	0.7 / -4.1	eV
energy	-783.0836	Eh

=====

(6)
Density functional theory data (the ωB97M-V functional and the def2-TZVPD basis) for C3H6ClNS in the gas phase in a non-equilibrium geometry.

Each line ends with the natural charge from an NBO analysis.
Atoms and positions in Å:
Cl1 -2.48564 -0.21357 0.03270  -0.051
S1 1.74299 -0.85527 -0.21375  0.397
N1 1.64701 0.64735 0.43952  -0.793
C1 -0.24527 1.12521 0.04303  -0.186
C2 -0.77854 -0.21461 -0.44754  -0.268
C3 0.06500 -1.24317 0.27009  -0.574
H1 -0.91046 -0.25426 -1.57349  0.242
H2 -0.19678 1.86800 -0.69872  0.205
H3 -0.65348 1.33770 0.99387  0.213
H4 0.01567 -1.12857 1.38971  0.236
H5 -0.23833 -2.24921 -0.00937  0.242
H6 2.03784 1.18041 -0.22606  0.338

Values from the calculation:
max |F|	0.11546	Eh/bohr
relative energy (zero: lowest compared OMol25 entry of this formula, charge and spin)	2.8723	eV
charge	0
lowest unoccupied orbital energy	0.4	eV
energy	-1030.9468	Eh

=====

(7)
Density functional theory data (the ωB97M-V functional and the def2-TZVPD basis) for C3H6ClNS2 in the gas phase in a non-equilibrium geometry.

Each line ends with the natural charge from an NBO analysis.
Atoms and positions in Å:
Cl1 -2.75448 -0.29516 -0.43462  -0.064
S1 -0.00241 1.49484 -0.01693  0.256
S2 2.24504 -1.17055 -0.24194  0.228
N1 0.68711 -1.17968 0.26319  -0.613
C1 1.77213 1.85031 0.01270  -0.731
C2 -1.49840 -0.59611 0.82313  -0.390
C3 -0.12738 -0.19901 0.37715  0.064
H1 2.17149 1.56761 0.93250  0.224
H2 -1.52784 -1.63646 1.01478  0.238
H3 2.29339 1.46179 -0.84461  0.231
H4 1.77174 2.88416 -0.06018  0.230
H5 -1.77098 -0.06153 1.70589  0.223
H6 2.31863 -2.45979 -0.33813  0.104

Values from the calculation:
max |F|	0.04129	Eh/bohr
relative energy (zero: lowest compared OMol25 entry of this formula, charge and spin)	1.1083	eV
SMILES	CS/C(CCl)=N\S
charge	0
lowest unoccupied orbital energy	0.6	eV
energy	-1429.1922	Eh

=====

(8)
Density functional theory data (the ωB97M-V functional and the def2-TZVPD basis) for 2 unconnected molecules or ions with the total composition C3H6ClO3S in a non-equilibrium geometry.

Each line ends with the natural charge from an NBO analysis.
Atoms and positions in Å:
Cl1 -0.79538 2.17008 0.22116  -0.042
S1 3.34952 0.14818 -0.26741  2.205
O1 4.15578 0.22642 -1.50812  -1.041
O2 3.74091 1.22942 0.65453  -1.019
O3 3.31475 -1.21235 0.30340  -1.050
C1 -0.47107 0.45170 0.02009  0.015
C2 -1.35842 -0.42242 0.81841  -0.660
C3 -0.05871 0.00183 -1.17752  -0.407
H1 -0.17901 -0.98785 -1.35808  0.213
H2 0.49650 0.75172 -1.64482  0.234
H3 -0.93335 -0.78250 1.76490  0.225
H4 -2.38055 -0.04712 1.17559  0.216
H5 -1.51765 -1.32682 0.27078  0.212
H6 1.84251 0.21490 -0.66480  -0.101

Values from the calculation:
max |F|	0.09047	Eh/bohr
relative energy (zero: lowest compared OMol25 entry of this formula, charge and spin)	2.9638	eV
charge	-1
lowest unoccupied orbital energy	2.9	eV
energy	-1201.9926	Eh

=====

(9)
Density functional theory data (the ωB97M-V functional and the def2-TZVPD basis) for C3H6ClP in the gas phase in a non-equilibrium geometry.

Each line ends with the natural charge from an NBO analysis.
Atoms and positions in Å:
Cl1 -1.44809 0.93128 -1.47550  0.041
P1 -0.22570 2.33858 0.91300  0.409
C1 -0.32455 1.11554 -0.21835  -0.473
C2 0.83456 -0.24702 -0.10258  -0.367
C3 0.05303 -1.50933 0.14727  -0.629
H1 -0.61819 -1.71618 -0.68229  0.216
H2 1.48960 0.02861 0.71534  0.211
H3 1.35911 -0.25046 -1.05234  0.209
H4 -1.31765 3.08249 0.44048  -0.047
H5 -0.53793 -1.42116 1.05836  0.214
H6 0.73580 -2.35234 0.25662  0.217

Values from the calculation:
max |F|	0.07772	Eh/bohr
relative energy (zero: lowest compared OMol25 entry of this formula, charge and spin)	0.9650	eV
SMILES	[H]/P=C(\Cl)CC
charge	0
lowest unoccupied orbital energy	0.2	eV
energy	-919.3868	Eh

=====

(10)
Density functional theory data (the ωB97M-V functional and the def2-TZVPD basis) for C3H6ClP in the gas phase in a non-equilibrium geometry.

Each line ends with the natural charge from an NBO analysis.
Atoms and positions in Å:
Cl1 -0.23152 2.46334 -1.80776  -0.295
P1 -0.31266 0.58654 -0.91249  0.780
C1 -2.19647 -0.55887 0.87667  -0.711
C2 -1.63875 0.56958 0.11476  -0.416
C3 1.23635 -0.24816 -2.22166  -0.743
H1 -2.71917 -1.27950 0.20872  0.228
H2 -2.82583 -0.28078 1.63658  0.219
H3 1.51065 0.68621 -2.70499  0.246
H4 -1.30409 -0.98990 1.25662  0.229
H5 1.96641 -0.64492 -1.47403  0.227
H6 0.54964 -1.03004 -2.63406  0.237

Values from the calculation:
max |F|	0.07169	Eh/bohr
relative energy (zero: lowest compared OMol25 entry of this formula, charge and spin)	3.2775	eV
SMILES	CC#P(C)Cl
charge	0
lowest unoccupied orbital energy (spin up / spin down)	-0.3 / -0.3	eV
energy	-919.3018	Eh